Entry 1:
A cluster of 2 separate species, C7H9NO2S in total. Source: OMol25; level of theory: wB97M-V/def2-TZVPD.

Structure (ORCA input):
```
! wB97M-V def2-TZVPD RIJCOSX def2/J DEFGRID3
* xyz 0 1
C -1.691 -0.502 0.277
C -0.606 0.311 0.814
O -0.912 0.888 2.058
C 0.678 0.260 0.386
C 1.195 -0.601 -0.771
C 2.635 -0.566 -0.832
C 3.253 0.110 0.154
S 2.134 1.017 1.119
H -1.318 -1.382 -0.168
H -2.341 -0.945 1.160
H -2.406 0.109 -0.286
H -0.048 0.942 2.470
H 0.768 -1.638 -0.859
H 0.670 -0.346 -1.780
H 3.268 -1.246 -1.522
H 4.325 0.213 0.231
N -3.357 2.011 0.306
C -2.554 2.335 -0.484
O -2.045 2.594 -1.481
H -3.667 2.049 1.239
*
```

## Properties
SMILES string: C/C(O)=C1\CC=CS1.N=C=O
LUMO energy, eV: 0.7

---

Entry 2:
A cluster of 5 separate species, C16H48N5O4 in total. Source: OMol25; level of theory: wB97M-V/def2-TZVPD.

Structure (ORCA input):
```
! wB97M-V def2-TZVPD RIJCOSX def2/J DEFGRID3
* xyz 1 1
N -6.030 9.732 11.473
H -5.722 8.904 10.983
H -5.595 9.720 12.385
H -7.009 9.802 11.710
H -5.848 10.585 10.964
C -6.496 15.942 8.282
C -5.748 14.865 7.481
C -4.502 15.593 6.905
O -3.701 14.536 6.395
C -2.597 15.115 5.567
N -5.318 13.827 8.300
H -7.428 15.591 8.724
H -6.961 16.601 7.548
H -5.851 16.473 8.982
H -6.277 14.499 6.601
H -3.962 16.279 7.557
H -4.841 16.253 6.106
H -2.895 15.859 4.828
H -2.180 14.280 5.004
H -1.904 15.661 6.206
H -4.440 13.583 7.863
H -4.943 14.289 9.116
C -5.388 5.636 8.109
C -4.498 6.685 7.351
C -5.080 7.570 6.278
O -6.309 8.254 6.777
C -7.229 8.552 5.828
N -3.919 7.521 8.415
H -6.109 5.246 7.390
H -5.884 6.111 8.955
H -4.863 4.758 8.486
H -3.735 6.007 6.969
H -5.340 6.953 5.418
H -4.428 8.319 5.828
H -6.748 8.908 4.916
H -7.840 9.350 6.250
H -7.782 7.680 5.479
H -3.304 8.036 7.801
H -3.319 6.856 8.882
C -11.374 8.334 10.038
C -11.528 9.726 10.648
C -12.960 10.041 10.979
O -13.490 8.906 11.666
C -14.894 8.987 11.652
N -10.775 9.666 11.881
H -11.539 7.525 10.750
H -10.329 8.153 9.786
H -12.006 8.267 9.153
H -11.061 10.400 9.930
H -13.488 10.261 10.051
H -13.129 10.951 11.555
H -15.456 8.056 11.731
H -15.416 9.396 10.787
H -15.007 9.676 12.490
H -10.885 10.443 12.517
H -11.282 8.922 12.339
C -2.051 9.869 16.868
C -2.595 9.193 15.607
C -3.415 7.940 15.880
O -3.703 7.126 14.692
C -2.652 6.230 14.237
N -3.327 10.263 14.887
H -1.432 10.686 16.497
H -1.379 9.177 17.376
H -2.814 10.395 17.442
H -1.654 9.007 15.089
H -4.438 8.220 16.129
H -2.894 7.491 16.726
H -1.784 6.834 13.975
H -3.003 5.751 13.323
H -2.452 5.478 15.000
H -4.020 10.845 15.336
H -2.675 11.009 14.692
*
```

## Properties
LUMO energy, eV: -3.1

---

Entry 3:
A cluster of 2 separate species, CH3NO2S2 in total. Source: OMol25; level of theory: wB97M-V/def2-TZVPD.

Structure (ORCA input):
```
! wB97M-V def2-TZVPD RIJCOSX def2/J DEFGRID3
* xyz 0 1
C 1.928 -0.537 0.308
N -1.867 -0.297 0.781
O -3.627 0.745 -0.772
O -1.238 1.442 -0.912
S 0.742 -0.828 -1.018
S -2.278 0.693 -0.229
H 2.889 -1.081 0.345
H 1.270 -0.730 1.129
H 2.180 0.592 0.369
*
```

## Properties
LUMO energy (alpha / beta), eV: -4.4 / -4.3

---

Entry 4:
The ion C5H8N with charge +1. Source: OMol25; level of theory: wB97M-V/def2-TZVPD.

Structure (ORCA input):
```
! wB97M-V def2-TZVPD RIJCOSX def2/J DEFGRID3
* xyz 1 1
C 0.947 -0.672 0.078
C -0.662 -0.226 0.593
C -1.075 -1.318 1.595
C -1.082 1.115 -0.258
C -0.290 1.633 -1.034
N 0.429 2.336 -1.936
H 1.593 -0.757 0.989
H 1.242 -0.283 -0.877
H 0.710 -1.763 -0.026
H -1.140 -2.114 0.788
H -2.047 -1.191 2.176
H -0.391 -1.552 2.420
H 0.636 1.756 -2.723
H 1.130 3.038 -1.787
*
```

## Properties
SMILES string: CC(C)=C=C=[NH2+]
LUMO energy, eV: -6.6

---

Entry 5:
An isolated molecule of C6H6N2O. Source: OMol25; level of theory: wB97M-V/def2-TZVPD.

Structure (ORCA input):
```
! wB97M-V def2-TZVPD RIJCOSX def2/J DEFGRID3
* xyz 0 1
C -0.124 2.641 0.287
C -0.411 1.286 -0.283
N -1.079 0.923 -1.309
N -1.140 -0.495 -1.314
C -0.416 -0.949 -0.371
C 0.371 -2.114 -0.025
C 1.338 -1.672 0.808
O 1.234 -0.320 1.065
C -0.051 0.097 0.572
H -0.757 3.428 -0.132
H 0.900 2.949 0.131
H -0.262 2.603 1.379
H 0.253 -3.132 -0.297
H 2.122 -2.103 1.436
H -0.836 0.093 1.391
*
```

## Properties
SMILES string: CC1=NN=C2C=CO[C@@H]12
LUMO energy, eV: 0.0

---

Entry 6:
A cluster of 8 separate species, C20H58N2O8 in total. Source: OMol25; level of theory: wB97M-V/def2-TZVPD.

Structure (ORCA input):
```
! wB97M-V def2-TZVPD RIJCOSX def2/J DEFGRID3
* xyz 0 1
C 9.370 -16.716 10.478
O 9.421 -15.453 9.792
C 9.223 -14.438 10.715
C 9.276 -13.121 9.902
C 10.672 -12.747 9.548
N 8.655 -11.960 10.483
H 9.507 -17.508 9.742
H 8.476 -16.909 11.071
H 10.223 -16.878 11.137
H 8.297 -14.498 11.288
H 10.150 -14.508 11.283
H 8.769 -13.159 8.938
H 10.793 -11.846 8.948
H 11.068 -13.525 8.896
H 11.378 -12.654 10.373
H 7.818 -12.191 10.999
H 8.412 -11.354 9.713
C 14.701 -6.245 10.877
O 15.952 -5.850 11.312
C 16.213 -4.487 11.454
C 17.003 -3.991 10.265
C 18.570 -3.977 10.400
N 16.544 -2.656 9.885
H 14.850 -7.313 10.715
H 14.547 -5.786 9.901
H 13.915 -6.028 11.601
H 15.308 -3.887 11.547
H 16.851 -4.245 12.305
H 16.764 -4.651 9.430
H 19.140 -3.306 11.042
H 18.958 -3.836 9.391
H 18.910 -4.953 10.744
H 17.010 -2.472 9.008
H 15.616 -2.697 9.489
C 15.625 -7.867 5.757
C 14.663 -9.036 5.963
O 13.418 -8.411 6.016
H 16.589 -8.068 5.290
H 15.815 -7.396 6.721
H 15.189 -7.198 5.015
H 14.992 -9.393 6.939
H 14.807 -9.779 5.179
H 13.012 -8.443 5.147
C 13.197 -2.507 3.935
C 14.057 -2.358 5.220
O 13.159 -1.942 6.237
H 12.480 -3.325 4.009
H 13.801 -2.753 3.062
H 12.708 -1.589 3.611
H 14.942 -1.726 5.141
H 14.521 -3.290 5.541
H 12.472 -2.587 6.419
C 20.305 -11.464 3.393
C 20.050 -12.295 2.169
O 20.936 -13.350 2.170
H 19.585 -10.672 3.596
H 21.238 -10.901 3.383
H 20.503 -12.047 4.293
H 20.142 -11.660 1.288
H 19.088 -12.803 2.101
H 21.841 -13.029 2.194
C 11.348 -7.843 0.065
C 12.019 -8.749 1.048
O 11.276 -9.009 2.249
H 10.318 -8.169 -0.078
H 11.940 -7.731 -0.844
H 11.083 -6.860 0.453
H 13.042 -8.411 1.214
H 12.174 -9.760 0.671
H 10.654 -9.722 2.086
C 19.792 -3.703 4.233
C 20.561 -5.041 4.547
O 20.512 -5.830 3.370
H 18.819 -3.941 3.804
H 20.497 -3.234 3.546
H 19.668 -3.047 5.095
H 19.994 -5.495 5.359
H 21.542 -4.750 4.921
H 21.343 -5.825 2.890
C 9.852 -3.999 9.715
C 9.988 -5.298 8.893
O 10.889 -5.031 7.937
H 10.849 -3.721 10.056
H 9.160 -4.291 10.505
H 9.331 -3.255 9.112
H 9.012 -5.544 8.473
H 10.202 -6.187 9.485
H 11.141 -5.820 7.451
*
```

## Properties
SMILES string: COC[C@H](C)N.COC[C@H](C)N.CCO.CCO.CCO.CCO.CCO.CCO
LUMO energy, eV: 0.3

---

Taking the records one at a time from the top gives maximum force values of 4.43, 3.84, 2.34, 6.71, 2.30, 3.43 eV/Å.